(1)
{
  "formula": "CHNO2S",
  "method": "ωB97M-V with the def2-TZVPD basis set",
  "elements": ["H", "S", "N", "O", "C", "O"],
  "positions_angstrom": [[0.853, 1.716, 0.179], [-1.547, -1.560, -0.779], [-0.399, 0.508, -0.189], [0.899, -1.227, 0.327], [-0.054, -0.747, -0.077], [0.249, 1.310, 0.540]],
  "multiplicity": 1,
  "de_lowest_ev": 5.457,
  "gap_ha": [0.232, 0.241]
}

(2)
{
  "formula": "C18H15FMnN3O5S",
  "method": "ωB97M-V with the def2-TZVPD basis set",
  "elements": ["O", "H", "H", "C", "C", "O", "O", "C", "C", "C", "C", "C", "C", "S", "C", "H", "H", "C", "H", "C", "O", "N", "C", "H", "H", "C", "H", "N", "Mn", "F", "O", "H", "H", "H", "H", "H", "C", "C", "H", "C", "N", "H", "C", "C"],
  "positions_angstrom": [[1.370, 7.762, -2.238], [-1.589, 0.004, -1.236], [-1.538, 2.874, 2.109], [4.022, -0.184, 4.778], [1.924, 0.176, 3.697], [2.737, 7.723, -0.208], [0.912, 0.880, 0.459], [-3.561, -0.777, -1.480], [1.990, -0.153, 6.061], [-2.545, -0.222, -0.722], [-4.755, -1.034, -0.833], [-0.743, 3.981, 0.595], [1.117, 5.482, 0.796], [1.412, 7.760, -0.791], [-3.904, -0.247, 1.254], [-2.462, 2.923, 0.751], [-4.040, -0.063, 2.312], [3.308, 0.039, 3.617], [2.016, 5.824, 1.290], [0.653, 6.168, -0.311], [-0.160, 0.350, 2.588], [-1.510, 2.866, 1.095], [0.414, 4.375, 1.251], [0.181, 0.173, 4.935], [-3.457, -1.005, -2.532], [3.369, -0.274, 6.001], [5.097, -0.295, 4.729], [1.161, 0.427, 2.519], [-0.876, 0.709, 0.706], [-5.765, -1.538, -1.543], [0.486, 8.682, -0.153], [3.806, 0.108, 2.662], [-5.891, -1.033, 0.978], [0.761, 3.820, 2.119], [1.479, -0.236, 7.011], [3.939, -0.438, 6.906], [-0.478, 5.756, -0.996], [-2.694, 0.056, 0.640], [-2.069, 4.311, -1.065], [-1.178, 4.649, -0.542], [1.748, 0.715, 1.438], [-0.798, 6.317, -1.864], [-4.943, -0.792, 0.519], [1.256, 0.072, 4.909]],
  "multiplicity": 5,
  "de_lowest_ev": 0.902,
  "s2": 6.1643,
  "gap_ha": [0.152, 0.193]
}

(3)
{
  "formula": "C2H2I2S2",
  "method": "ωB97M-V with the def2-TZVPD basis set",
  "elements": ["C", "S", "I", "S", "H", "I", "C", "H"],
  "positions_angstrom": [[-1.023, -1.539, -1.300], [-0.239, 1.245, 0.862], [-0.884, -3.470, -2.264], [-0.873, 1.282, -1.066], [-0.638, -1.530, -0.157], [-1.413, 0.131, -3.874], [-1.131, -0.324, -1.837], [1.146, 1.261, 0.621]],
  "multiplicity": 1,
  "de_lowest_ev": 0.198,
  "gap_ha": 0.319
}

(4)
{
  "formula": "H20O10",
  "method": "ωB97M-V with the def2-TZVPD basis set",
  "elements": ["H", "H", "H", "H", "H", "H", "H", "H", "O", "O", "O", "H", "H", "O", "O", "H", "H", "O", "H", "H", "O", "H", "H", "H", "H", "O", "O", "H", "H", "O"],
  "positions_angstrom": [[-0.340, -3.574, -0.038], [-1.801, -2.081, 0.358], [0.101, -4.258, -1.322], [6.319, 0.521, -0.464], [-0.230, -0.037, -0.537], [-4.047, 0.412, -2.003], [-3.485, -1.408, 2.194], [1.601, 2.097, 3.227], [-1.334, 4.884, -1.042], [-2.456, -2.187, -0.341], [0.450, -0.135, 0.139], [-3.284, -2.326, 0.131], [-3.661, 1.441, -0.953], [-0.063, -3.388, -0.942], [2.221, -0.203, -1.726], [-1.016, 4.088, -1.484], [-4.341, -0.994, 3.379], [2.003, -1.648, 0.500], [4.886, 0.223, -0.055], [0.917, 1.928, 1.880], [-4.194, 1.330, -1.749], [1.776, 0.479, -2.241], [2.373, -0.914, -2.359], [2.233, -0.812, 0.922], [0.586, 0.762, 0.466], [5.774, 0.324, 0.306], [1.440, 2.554, 2.393], [2.311, -1.545, -0.408], [-0.537, 5.282, -0.673], [-4.200, -0.812, 2.443]],
  "smiles": "O.O.O.O.O.O.O.O.O.O",
  "multiplicity": 1,
  "de_lowest_ev": 5.034,
  "gap_ha": 0.349
}

(5)
{
  "formula": "C3H6FNO4S",
  "method": "ωB97M-V with the def2-TZVPD basis set",
  "elements": ["C", "N", "H", "O", "C", "C", "O", "H", "F", "O", "S", "H", "H", "O", "H", "H"],
  "positions_angstrom": [[-1.781, -0.340, 0.622], [1.294, 1.125, -0.288], [-0.440, 0.441, -1.372], [4.799, -2.420, -0.635], [-0.481, -0.460, 0.598], [0.358, 0.128, -0.568], [2.463, -1.709, -0.698], [3.366, -0.178, 1.463], [4.238, -0.178, -1.233], [3.923, -0.868, 1.049], [3.800, -1.457, -0.329], [-2.274, 0.181, -0.250], [0.236, -0.735, 1.417], [1.839, 1.124, 0.775], [-2.425, -0.515, 1.454], [1.037, -0.711, -0.953]],
  "multiplicity": 3,
  "s2": 2.0073,
  "gap_ha": [0.326, 0.340]
}

(6)
{
  "formula": "C2H4P2S",
  "method": "ωB97M-V with the def2-TZVPD basis set",
  "elements": ["S", "C", "H", "H", "P", "H", "P", "C", "H"],
  "positions_angstrom": [[1.422, 1.542, -0.558], [-0.217, 0.075, -0.944], [-0.937, -1.569, 0.397], [0.445, -0.569, -1.450], [0.634, -0.540, 1.773], [-1.022, 0.499, -1.708], [1.979, 0.903, 1.300], [-0.680, -0.487, 0.376], [-1.624, 0.147, 0.815]],
  "multiplicity": 1,
  "de_lowest_ev": 1.192,
  "gap_ha": 0.288
}